[1]
27
Properties=species:S:1:pos:R:3:lowdin_charge:R:1 method="wB97M-V/def2-TZVPD" homo_lumo_gap_ev=8.4086 homo_ev=-8.0 total_charge=0 de_lowest_ev=12.368
O -3.74 1.02 0.82 0.030
C -0.30 1.04 -0.53 -0.331
H -4.24 0.26 0.80 0.015
H 3.48 -1.12 -0.26 0.145
N 0.69 2.03 -0.79 0.104
C -2.19 -0.84 -0.01 -0.120
C 1.20 0.06 1.88 -0.188
C 1.50 -0.61 -1.12 -0.209
H 3.14 0.82 0.09 0.155
H 0.44 -1.10 2.43 0.159
H 1.83 -1.64 -1.26 0.116
C -1.46 1.51 -0.06 -0.036
C -0.84 -1.20 -0.46 -0.051
H 1.13 -1.61 0.67 0.157
H 0.35 1.13 1.27 0.177
H -2.76 -2.49 -1.02 0.176
H 2.14 0.61 2.64 0.103
H -1.06 -2.27 -0.78 0.138
H 0.27 2.98 -0.91 0.125
H 1.35 1.61 -1.41 0.040
H -1.86 2.58 -0.12 0.169
C -2.43 0.57 0.17 -0.130
C 2.61 -0.24 -0.17 -0.304
H 1.80 0.07 -2.03 0.144
C 0.12 -0.37 -0.62 -0.277
O -3.37 -1.82 -0.34 -0.110
N 2.20 -0.96 1.13 -0.197

***

[2]
27
Properties=species:S:1:pos:R:3:lowdin_charge:R:1 method="wB97M-V/def2-TZVPD" homo_lumo_gap_ev=9.4093 homo_ev=-8.6 total_charge=0 smiles=CC1(c2cc(O)no2)CCNCC1 de_lowest_ev=2.538
C -1.13 1.96 -0.09 -0.039
C 1.06 0.97 0.66 -0.120
H -2.08 1.80 -0.61 0.092
H -0.08 -0.92 -1.54 0.103
N 2.32 0.10 -1.27 -0.072
H -0.93 0.51 -2.14 0.128
O -2.20 -0.14 1.48 -0.011
H 3.10 0.17 0.70 0.101
C 1.20 0.62 -2.07 -0.225
H 0.91 0.85 1.74 0.128
C -1.06 -0.40 0.75 -0.169
H 1.17 1.73 -2.08 0.107
O -2.00 -3.60 1.88 0.094
H -2.81 -3.74 2.38 0.116
H 3.22 0.55 -1.49 0.105
H 1.45 1.99 0.48 0.127
H -0.61 2.72 -0.71 0.093
C -0.80 -1.72 0.88 0.037
H 0.01 -2.25 0.44 0.113
H 1.35 0.29 -3.12 0.118
N -2.69 -1.36 2.00 0.123
C 2.16 -0.01 0.22 -0.178
H -1.23 2.38 0.90 0.087
C -0.11 0.14 -1.48 -0.125
C -0.29 0.68 -0.05 -0.415
H 1.90 -1.04 0.46 0.091
C -1.83 -2.28 1.66 -0.409

***

Max |F|: 9.33 2.44 (eV/Å)